1.
An isolated molecule of C21H25NO3. Source: OMol25; level of theory: wB97M-V/def2-TZVPD.

Cartesian coordinates (Å):
O1 -2.48505 -0.34872 -0.21050
O2 1.38799 -1.83865 0.04718
O3 2.97902 -2.18802 -1.48824
N1 2.25231 0.55102 0.63460
C1 -4.52297 0.71150 0.57558
C2 -0.12869 3.02988 -0.63238
C3 5.02518 0.15223 -0.23178
C4 -3.84721 -0.31407 -0.07718
C5 3.92721 0.48384 -1.23850
C6 -1.40145 3.02297 -1.17694
C7 0.33628 1.92423 0.06696
C8 2.36704 -1.44846 -0.76069
C9 0.98725 -3.20854 -0.00373
C10 -1.76550 0.81499 -0.32781
C11 4.68845 0.77152 1.12137
C12 -2.22327 1.91972 -1.03901
C13 3.31606 0.26147 1.57180
C14 -5.92673 -1.47000 -0.40395
C15 -6.60349 -0.44098 0.22971
C16 -5.89645 0.64312 0.72077
C17 -4.55532 -1.41108 -0.55954
C18 2.54899 0.06769 -0.70020
C19 -0.41568 -3.30777 0.56848
C20 -0.49227 0.82340 0.22542
C21 1.72163 1.89718 0.66362
H1 -0.41497 -3.01205 1.61414
H2 1.69789 -3.80837 0.57680
H3 -6.46997 -2.32257 -0.78352
H4 3.04460 0.68497 2.54171
H5 -1.08713 -2.64707 0.02601
H6 -7.67572 -0.48615 0.34513
H7 5.98674 0.52165 -0.59450
H8 1.02410 -3.54790 -1.04491
H9 -3.97138 1.55089 0.97341
H10 -3.20536 1.90689 -1.48862
H11 4.66781 1.86072 1.03684
H12 -0.13278 -0.04369 0.75426
H13 5.09799 -0.93236 -0.12813
H14 3.36367 -0.82766 1.68109
H15 5.44198 0.50397 1.86370
H16 -6.41541 1.44335 1.22755
H17 2.35790 2.63406 0.14443
H18 1.65510 2.20420 1.71292
H19 1.77114 0.45972 -1.37008
H20 -1.75488 3.88119 -1.72915
H21 0.50603 3.89514 -0.75815
H22 -0.77390 -4.33016 0.48891
H23 4.10590 -0.04002 -2.17756
H24 3.92138 1.55799 -1.43717
H25 -4.01405 -2.20519 -1.05017

Values from the calculation:
HOMO energy (eV): -8.3544
Energy relative to the best compared isomer or geometry (same formula, charge and spin) (eV): 1.6057
SMILES: CCOC(=O)[C@@H]1CCCCN1Cc1cccc(Oc2ccccc2)c1
Multiplicity: 1
Total energy (Ha): -1095.7043
Orbital gap (eV): 9.144


2.
An isolated molecule of C21H25NO4. Source: OMol25; level of theory: wB97M-V/def2-TZVPD.

Cartesian coordinates (Å):
O1 1.59376 -0.69656 -2.14774
O2 0.86915 -2.57600 -1.15575
O3 -0.12747 0.36341 2.20074
O4 -2.57676 -0.01429 -0.92893
N1 -2.34633 -0.15570 2.08202
C1 2.69200 -1.39920 -2.73453
C2 -0.32805 -0.51179 -0.83143
C3 0.77202 -1.39498 -1.36686
C4 -2.19725 2.78910 2.07941
C5 6.23465 -2.29736 -1.44072
C6 -2.50218 -1.11269 -0.02296
C7 -2.04229 2.72106 0.70170
C8 -0.22140 4.15716 2.20777
C9 -1.06084 -0.17779 1.65591
C10 -2.77550 0.64357 3.20101
C11 -1.99170 -1.89789 -2.06179
C12 -3.29256 -0.86473 1.24273
C13 -3.29573 2.02489 2.76323
C14 -1.27821 3.51503 2.82534
C15 -1.00778 -1.06337 0.41965
C16 -1.56944 -0.46551 -1.80396
C17 -2.60856 -2.29437 -0.95449
C18 3.86284 -1.51167 -1.76276
C19 -0.06791 4.07749 0.83432
C20 -0.98162 3.35972 0.08359
C21 5.06976 -2.17949 -2.41566
H1 0.04455 0.50300 -0.68376
H2 4.13193 -0.51128 -1.41734
H3 2.35578 -2.39610 -3.03847
H4 -3.60490 -1.80488 1.71381
H5 0.48972 4.71466 2.79984
H6 -0.86841 3.29177 -0.98939
H7 -0.60836 -2.04549 0.68386
H8 -1.77452 -2.44375 -2.95747
H9 -1.45083 0.18905 -2.66225
H10 -4.14439 1.89847 2.08818
H11 3.54316 -2.09414 -0.89661
H12 -2.74269 2.15356 0.10644
H13 7.08599 -2.77534 -1.91909
H14 0.76333 4.57111 0.35199
H15 -4.17355 -0.25230 1.03747
H16 6.54250 -1.31380 -1.09348
H17 5.37987 -1.59670 -3.28609
H18 -1.38836 3.57092 3.89934
H19 -1.90154 0.77697 3.84382
H20 4.78555 -3.17417 -2.76525
H21 2.96737 -0.81499 -3.61517
H22 -3.55109 0.09849 3.74754
H23 -3.63667 2.55823 3.65228
H24 -3.01475 -3.25051 -0.69402
H25 5.94771 -2.89084 -0.57601

Values from the calculation:
HOMO energy (eV): -8.7535
Energy relative to the best compared isomer or geometry (same formula, charge and spin) (eV): 1.2272
SMILES: CCCCOC(=O)[C@@H]1[C@H]2C(=O)N(CCc3ccccc3)C[C@]23C=C[C@H]1O3
Multiplicity: 1
Total energy (Ha): -1170.9461
Orbital gap (eV): 9.534


3.
An isolated molecule of C21H25NO7. Source: OMol25; level of theory: wB97M-V/def2-TZVPD.

Cartesian coordinates (Å):
O1 2.39065 1.92208 -0.76580
O2 -1.99119 0.98140 5.33435
O3 -0.73645 -1.56703 -1.32672
O4 -2.06156 -1.54288 5.62075
O5 -1.11835 -3.29089 3.55878
O6 2.33401 1.72002 -7.34332
O7 -2.69058 -1.24777 -0.31699
N1 1.44955 0.28593 -2.05279
C1 3.10644 2.83680 -7.70738
C2 2.48390 1.82844 -3.65721
C3 1.71567 0.71087 -3.35871
C4 -1.02991 0.84297 3.10369
C5 1.17575 -0.03784 -4.40539
C6 2.71039 2.19384 -4.97344
C7 -1.57422 -1.12365 4.41730
C8 -1.09967 -1.92937 3.37435
C9 -0.62128 -4.11974 2.53946
C10 1.40061 0.32463 -5.71374
C11 -1.48379 -0.84577 -0.70776
C12 1.77675 0.88155 -0.87800
C13 1.25463 0.11231 0.33023
C14 -1.52331 0.27647 4.26829
C15 -0.62572 -1.33566 2.20889
C16 2.17287 1.44792 -6.01493
C17 -1.93800 2.38493 5.28440
C18 -1.19495 0.57207 -0.30540
C19 -0.58506 0.04029 2.06353
C20 -2.62127 -2.82911 5.75369
C21 -0.09958 0.68008 0.78413
H1 -2.55646 2.78561 4.47386
H2 2.90425 2.41388 -2.85689
H3 -1.85570 -3.60772 5.77545
H4 -1.19952 -4.02153 1.61454
H5 0.57640 -0.90899 -4.18177
H6 3.31230 3.06728 -5.16763
H7 3.10084 2.85704 -8.79620
H8 -3.33038 -3.04509 4.95054
H9 -2.11580 1.01118 0.07836
H10 -2.33476 2.72595 6.23931
H11 1.96429 0.24445 1.14815
H12 -0.86953 1.12242 -1.19036
H13 -0.26834 -1.96050 1.40838
H14 0.04473 1.74990 0.96692
H15 1.17784 -0.94783 0.09668
H16 -3.14947 -2.81208 6.70717
H17 0.98756 -0.24852 -6.52852
H18 -0.99302 1.91414 2.99051
H19 2.67330 3.76780 -7.32685
H20 -0.91101 2.74710 5.17042
H21 -0.72481 -5.13612 2.91733
H22 4.13859 2.74566 -7.35329
H23 0.87931 -0.55322 -1.99489
H24 0.43461 -3.91910 2.33175
H25 -2.86154 -2.16461 -0.58721

Values from the calculation:
HOMO energy (eV): -7.7831
Energy relative to the best compared isomer or geometry (same formula, charge and spin) (eV): 2.3544
SMILES: COc1ccc(NC(=O)C[C@@H](CC(=O)O)c2cc(OC)c(OC)c(OC)c2)cc1
Multiplicity: 1
Total energy (Ha): -1396.6553
Orbital gap (eV): 8.204


4.
A cluster of 3 separate species, C21H26BF2O6S2 in total. Source: OMol25; level of theory: wB97M-V/def2-TZVPD.

Cartesian coordinates (Å):
S1 -0.05939 -5.77338 -0.02516
S2 -3.17806 1.72543 0.39238
F1 1.32189 3.85312 -3.29866
F2 -0.43540 3.02072 1.53697
O1 -2.85457 -2.12176 0.86268
O2 0.65164 -4.36022 -2.63503
O3 -1.98710 -0.78788 -0.67830
O4 -0.43133 -4.36126 2.43729
O5 0.13459 -6.58805 2.74082
O6 -0.42965 -2.48670 -2.21102
C1 -3.65916 0.05714 0.92323
C2 -0.00050 0.52478 -0.01125
C3 -0.02887 3.89949 2.47530
C4 0.80140 5.69193 4.38808
C5 0.12069 -4.00432 -0.36141
C6 0.20477 4.49789 4.76890
C7 0.97893 5.98197 3.04196
C8 -0.58386 -0.83574 -0.38888
C9 0.56547 5.07807 2.07493
C10 -2.77993 -1.08203 0.36544
C11 1.27136 1.25106 -6.46799
C12 1.30501 2.99859 -4.34079
C13 0.38438 2.31808 -6.43152
C14 0.39520 3.19806 -5.35895
C15 -0.21949 3.59371 3.80682
C16 2.19750 1.94627 -4.36202
C17 0.16848 -3.68062 -1.83561
C18 2.17591 1.06433 -5.43184
C19 0.73837 -5.79299 3.70436
C20 0.88197 -4.44429 2.92782
C21 0.16659 -1.35984 -1.59994
B1 -0.64679 -5.72070 1.84732
H1 2.86432 0.23043 -5.45598
H2 0.06943 4.26879 5.81737
H3 -0.44634 -1.48638 0.46648
H4 1.21388 -1.51730 -1.36457
H5 -0.75677 -3.51475 0.03630
H6 -0.49153 1.34378 -0.52578
H7 -4.65662 -0.16405 0.58265
H8 -1.85693 -5.85106 1.85744
H9 0.70072 5.28040 1.02052
H10 -0.29434 4.03041 -5.30780
H11 1.12868 6.39771 5.14037
H12 1.02820 -3.63152 3.64396
H13 1.70088 -6.16159 4.05207
H14 -0.31931 2.46581 -7.23985
H15 -3.57455 -0.04909 1.98847
H16 1.25732 0.56308 -7.30292
H17 -0.10019 0.68529 1.05826
H18 -2.14799 1.96425 1.20301
H19 0.97147 -3.56572 0.15529
H20 1.62205 -4.49600 2.13064
H21 2.89890 1.82127 -3.54737
H22 1.44077 6.91380 2.74415
H23 0.07133 -5.49945 4.51449
H24 -0.69358 2.66063 4.08224
H25 1.04757 0.55432 -0.28504
H26 0.15258 -0.54388 -2.32032

Values from the calculation:
HOMO energy (eV): -3.8504
Multiplicity: 1
Total charge: -1
Total energy (Ha): -2288.2831
Orbital gap (eV): 5.882